Entry from OMol25: a cluster of 13 separate species, C52H90O26 in total (wB97M-V/def2-TZVPD).

XYZ file:
```
168
Properties=species:S:1:pos:R:3:forces:R:3
O 2.545843 6.336674 -1.800440 0.20 -0.55 -0.55
C 1.463749 6.818450 -2.015110 0.48 0.35 1.48
O 0.327670 6.252826 -1.594149 -0.88 0.32 -0.21
C 0.273123 4.842838 -1.323362 0.67 -0.50 -1.18
C -0.672966 4.487466 -0.221662 -0.31 -0.96 0.46
C 1.359070 8.237643 -2.516027 0.21 -0.63 -0.63
H 1.262158 4.405538 -1.198003 0.19 0.45 0.46
H -0.042829 4.417160 -2.281233 -0.36 -0.20 0.21
H -1.715074 4.516820 -0.541998 -0.03 0.67 0.21
H -0.476849 4.982895 0.728495 -0.19 0.52 -0.23
H -0.556368 3.429685 0.051995 0.35 -0.02 -0.35
H 1.683731 8.870885 -1.694973 -0.15 0.19 -0.03
H 0.411026 8.541691 -2.946092 -0.20 -0.07 0.31
H 2.117976 8.274312 -3.297842 0.02 0.33 0.05
O -6.487078 1.807437 0.031726 -1.61 -0.60 -0.09
C -5.368691 2.022979 0.372558 0.70 0.54 -1.12
O -4.767532 1.486100 1.418159 0.82 -0.52 0.37
C -5.517084 0.616988 2.272390 -0.41 -0.32 0.66
C -5.660894 1.294137 3.620675 -0.05 -0.88 0.49
C -4.517699 3.007005 -0.372863 0.10 1.16 0.59
H -4.995244 -0.332114 2.413271 0.53 0.22 -0.22
H -6.467655 0.321313 1.825803 -0.05 0.56 -0.09
H -6.184538 2.244423 3.583275 0.01 0.07 -0.07
H -4.694077 1.386935 4.118152 0.11 0.36 -0.28
H -6.191544 0.608943 4.291036 -0.29 0.17 -0.14
H -4.401991 3.849173 0.324471 0.37 -0.12 -0.04
H -5.074613 3.443997 -1.194841 -0.10 -0.41 -0.20
H -3.529255 2.693469 -0.698050 -0.03 -0.31 0.14
O 4.871899 0.059932 -5.522277 0.84 0.06 0.80
C 3.788656 -0.137058 -5.978864 0.18 -0.13 -0.84
O 2.729408 -0.555887 -5.289578 -0.82 -0.25 -0.03
C 2.847272 -0.838269 -3.892354 0.48 -0.14 0.81
C 3.076728 0.397499 -3.036452 -1.00 -0.05 -0.32
C 3.479891 0.051804 -7.443714 -0.64 -0.45 0.69
H 3.605448 -1.601459 -3.695239 0.29 0.22 -0.39
H 1.922027 -1.330603 -3.586055 -0.21 0.23 -0.33
H 2.979583 0.083072 -1.997699 0.46 0.17 0.10
H 2.231963 1.079253 -3.187873 0.08 0.05 -0.04
H 3.985654 0.938258 -3.276316 0.22 -0.24 0.21
H 4.356145 0.453590 -7.932523 -0.13 0.31 -0.12
H 2.574032 0.660449 -7.469206 0.22 0.22 -0.51
H 3.223940 -0.915204 -7.880580 0.02 0.01 -0.01
O 5.861842 -1.240002 2.437368 0.28 0.30 1.35
C 5.770274 -1.630029 1.317286 -0.88 0.07 -0.90
O 6.554249 -2.543681 0.757146 0.20 -0.58 -0.11
C 7.621240 -3.088022 1.538503 1.12 0.37 -0.29
C 8.348866 -4.080786 0.643791 -0.93 -0.37 0.40
C 4.799250 -1.107918 0.295388 0.01 0.41 -0.37
H 7.274119 -3.491213 2.486617 -0.20 -0.09 -0.08
H 8.337887 -2.286426 1.745064 -0.30 0.15 0.27
H 7.719706 -4.966098 0.523450 0.11 -0.01 -0.20
H 9.284709 -4.404956 1.093278 0.10 0.15 -0.05
H 8.499110 -3.620716 -0.329693 0.24 -0.07 -0.03
H 3.906825 -1.712608 0.136611 0.30 -0.47 0.08
H 5.381964 -1.033256 -0.623328 -0.39 0.03 -0.24
H 4.407811 -0.130329 0.561699 0.25 0.05 0.22
O -1.236859 -5.920003 3.039402 -0.83 -0.01 0.92
C -0.544691 -5.693961 2.087933 -0.06 0.33 -0.13
O 0.598011 -6.310932 1.874454 0.89 0.40 -0.73
C 1.197358 -7.128061 2.869151 0.99 -0.23 0.98
C 2.263617 -6.412826 3.705912 -0.57 1.02 0.15
C -0.876625 -4.729551 0.982935 0.94 -0.26 -0.45
H 1.759583 -7.857669 2.292155 -0.59 -0.54 0.08
H 0.460182 -7.529751 3.562081 -0.20 -0.30 -0.49
H 1.938169 -5.416403 4.017888 -0.12 0.05 -0.33
H 3.189782 -6.277168 3.157478 0.10 -0.04 0.10
H 2.426525 -6.878497 4.678397 0.15 -0.59 -0.30
H -1.476071 -5.274098 0.252447 -0.27 0.29 0.02
H 0.059293 -4.475916 0.483970 -0.05 0.00 -0.11
H -1.323017 -3.800623 1.319891 -0.46 -0.22 0.24
O -2.450145 2.284703 -3.689292 0.35 -0.22 0.42
C -2.979819 3.240853 -4.191918 -0.23 -0.54 -1.11
O -2.317775 4.168703 -4.884521 -0.10 0.26 -0.13
C -0.945557 3.940237 -5.238332 0.09 -0.05 -0.29
C -0.505193 5.052597 -6.174609 1.01 -0.20 0.24
C -4.468012 3.469345 -4.225418 0.21 0.15 0.76
H -0.832741 2.994826 -5.780583 -0.37 -0.04 0.13
H -0.306755 3.817379 -4.361183 -0.25 0.38 0.15
H 0.589176 5.045860 -6.105033 -0.04 0.05 -0.35
H -0.790578 6.072400 -5.927564 -0.39 -0.16 0.32
H -0.778725 4.840102 -7.205096 -0.13 0.06 0.00
H -4.954075 2.621308 -3.751294 -0.01 0.10 0.19
H -4.898446 3.590796 -5.214472 0.36 0.19 -0.17
H -4.612579 4.385390 -3.645502 -0.46 -0.05 -0.11
O 1.697691 0.434091 1.023041 0.37 0.08 0.21
C 0.730956 0.143940 0.383426 0.07 0.28 0.07
O 0.614173 0.492220 -0.914803 -0.32 0.46 0.11
C -0.711642 0.186612 -1.372335 0.01 -0.63 -0.53
C -1.189686 -0.948128 -0.459866 -0.57 0.38 -0.58
C -0.500179 -0.590647 0.850797 -0.05 -0.13 -0.44
H -0.620467 -0.068479 -2.424898 0.03 -0.22 0.11
H -1.406293 1.034286 -1.336920 0.45 0.27 0.32
H -0.923175 -1.925960 -0.858723 0.21 0.03 0.06
H -2.277413 -0.884971 -0.469799 0.00 -0.28 0.42
H -0.193589 -1.419096 1.477787 -0.14 -0.12 0.15
H -1.089022 0.105543 1.445514 -0.06 -0.02 0.09
O 6.596038 4.263710 2.319480 0.63 0.58 0.93
C 5.669336 3.926724 1.662952 0.18 -1.05 -1.26
O 4.484016 4.535422 1.667110 -0.80 0.05 0.79
C 3.522182 3.919700 0.782837 0.89 0.89 -0.71
C 4.249162 2.754713 0.100721 0.77 0.17 0.14
C 5.710734 2.814506 0.603378 -1.29 0.59 0.89
H 3.311782 4.727142 0.077449 -0.38 -0.26 -0.09
H 2.608506 3.641594 1.304714 0.18 -0.06 0.29
H 4.246716 2.898931 -0.976827 -0.46 -0.49 -0.06
H 3.835705 1.821035 0.463769 -0.35 -0.11 -0.63
H 6.471280 3.132596 -0.102622 -0.01 -0.33 -0.22
H 5.938519 1.872282 1.094811 0.57 0.06 -0.08
O -0.363154 1.004332 6.229219 -0.09 -0.69 0.08
C -0.928555 1.630614 5.392382 0.58 0.76 -0.21
O -1.845109 2.572680 5.736596 -0.35 0.20 0.24
C -2.107650 3.457722 4.654938 -1.10 0.20 -0.22
C -1.017408 3.196574 3.634711 0.11 0.59 -0.36
C -0.595085 1.746737 3.896537 -0.52 0.98 0.78
H -2.241645 4.490847 4.986230 0.85 -0.07 0.41
H -3.123403 3.285659 4.266399 0.26 -0.65 -0.18
H -0.143489 3.832372 3.796245 -0.17 0.14 0.15
H -1.410632 3.456076 2.649571 0.22 -0.41 -0.15
H 0.482971 1.655237 3.835137 -0.04 -0.60 -0.51
H -1.193961 1.062885 3.309126 0.27 -0.47 0.01
O -5.001361 -3.294064 -3.560752 0.02 -0.39 -0.62
C -5.348954 -2.711066 -2.590362 -0.83 0.89 1.01
O -4.526018 -1.870341 -1.924503 1.66 0.50 -0.30
C -4.990715 -1.518349 -0.619951 0.15 -1.58 0.06
C -6.500268 -1.597049 -0.802823 -0.62 0.76 1.61
C -6.709272 -2.653604 -1.878717 0.71 0.10 0.37
H -4.473303 -0.658378 -0.196924 -0.55 0.71 -0.82
H -4.590622 -2.290623 0.058495 -0.49 -0.26 -0.09
H -6.939974 -0.612403 -0.970474 0.17 -0.04 -0.58
H -6.968192 -1.903142 0.139047 0.05 -0.08 -0.07
H -7.507587 -2.426608 -2.575408 -0.07 -0.22 -0.06
H -6.871496 -3.590272 -1.345417 -0.19 -0.28 -0.51
O -1.514548 -1.874351 4.637514 0.60 0.67 -0.04
C -2.209692 -2.835999 4.560677 -0.07 -0.25 -0.16
O -3.124968 -2.961414 3.567000 -0.42 0.12 0.04
C -4.041335 -4.047211 3.847393 0.13 -0.12 -0.27
C -3.705365 -4.500238 5.277035 -0.18 0.67 -0.43
C -2.240937 -4.075900 5.380780 -0.30 -1.14 0.31
H -3.891087 -4.814131 3.085498 0.12 -0.06 0.15
H -5.045347 -3.635890 3.736928 0.00 -0.09 0.09
H -3.891082 -5.551657 5.465744 -0.01 -0.05 -0.05
H -4.318432 -3.879530 5.935237 0.06 -0.26 0.29
H -1.640841 -4.805229 4.829814 0.05 0.05 0.01
H -1.859993 -4.054791 6.395879 0.05 0.59 -0.01
O 0.031167 -3.812712 -4.166349 0.00 -0.42 -0.59
C -0.508408 -2.824112 -4.562103 1.15 1.22 1.17
O -1.350607 -2.154691 -3.738996 -1.05 0.01 0.54
C -1.980312 -1.046238 -4.395493 0.64 -0.09 -0.82
C -0.929350 -0.659243 -5.454588 -0.73 1.04 0.04
C -0.256221 -1.964796 -5.799225 -1.15 -1.19 -0.04
H -2.220346 -0.230839 -3.721400 0.22 -0.16 0.33
H -2.925842 -1.351738 -4.849716 0.09 -0.30 0.00
H -0.225808 0.075921 -5.052448 0.10 -0.21 0.15
H -1.455441 -0.137365 -6.257165 0.26 -0.25 -0.30
H 0.789878 -1.930768 -6.074627 0.04 -0.05 0.02
H -0.843905 -2.541177 -6.529030 0.32 0.41 -0.48
O 3.561605 -3.664287 2.933194 0.17 -0.33 -0.49
C 3.151453 -2.866288 3.717947 -0.23 0.63 0.42
O 3.203305 -3.075901 5.048214 -0.21 -0.33 0.31
C 2.895914 -1.856044 5.723049 0.29 1.12 0.23
C 1.989412 -1.021441 4.806806 -0.16 -1.03 -0.92
C 2.492694 -1.525463 3.443708 0.74 -0.14 -0.18
H 3.852315 -1.333829 5.827230 -0.05 0.08 0.18
H 2.500010 -2.020479 6.720585 -0.12 -0.42 -0.10
H 2.101026 0.046006 4.959160 0.12 0.04 0.04
H 0.931487 -1.267744 4.874830 -0.03 -0.04 0.49
H 3.277956 -0.877290 3.046427 -0.07 -0.04 -0.17
H 1.794302 -1.750810 2.641086 -0.32 0.53 0.13
```
Positions in Å, forces in eV/Å.

HOMO-LUMO gap   9.7 eV
2S+1   1
LUMO level   0.12 eV
Relative energy (zero: lowest compared OMol25 entry of this formula, charge and spin)   26.51 kcal/mol

Atomic partial charges in e from the Mulliken method, atoms 1 to 2: atom 1 (O): -0.53, atom 2 (C): 0.70